P) 17
Properties=species:S:1:pos:R:3:nbo_charge:R:1 method="wB97M-V/def2-TZVPD" lumo_ev=-3.3 spin_multiplicity=1 molar_mass_g_mol=87.1 homo_lumo_gap_ha=0.405 smiles="C=C([NH3+])CCN" e_homo_ha=-0.5275 charge=+1
C -1.362 -0.672 -0.403 -0.220
C 0.134 -1.091 -0.363 -0.461
C 1.182 -0.053 -0.001 0.132
C 2.122 0.338 -0.851 -0.324
N 0.641 1.075 0.828 -0.754
N -1.698 0.090 0.812 -0.831
H -1.477 -0.097 -1.323 0.212
H -1.945 -1.580 -0.464 0.223
H 0.121 -1.852 0.419 0.225
H 0.377 -1.430 -1.360 0.251
H 2.596 1.300 -0.757 0.211
H 2.355 -0.247 -1.720 0.233
H 0.713 1.904 0.247 0.428
H 1.077 1.268 1.721 0.431
H -0.396 0.778 1.040 0.442
H -2.428 0.778 0.647 0.405
H -2.012 -0.509 1.526 0.397



Q) 17
Properties=species:S:1:pos:R:3:nbo_charge:R:1 method="wB97M-V/def2-TZVPD" lumo_ev=-3.4 spin_multiplicity=1 molar_mass_g_mol=87.1 homo_lumo_gap_ha=0.410 e_homo_ha=-0.5358 charge=+1
C 1.047 -1.015 1.078 -0.052
C -2.329 -0.322 -0.334 -0.512
C 1.896 1.019 -0.458 -0.419
C -1.870 0.863 0.132 -0.214
N 0.360 -0.942 -0.202 -0.460
N 0.877 0.235 0.321 -0.236
H 0.425 -1.052 1.922 0.216
H 2.052 -1.460 1.130 0.226
H -0.896 -0.615 -0.247 0.422
H -2.692 -1.067 0.339 0.247
H -2.358 -0.391 -1.371 0.240
H 1.417 1.990 -0.588 0.234
H 2.843 1.102 0.073 0.235
H 1.940 0.513 -1.365 0.202
H -1.858 1.223 1.147 0.238
H -1.715 1.536 -0.691 0.216
H 0.860 -1.617 -0.887 0.417



P) ends up most stable, edging out the next structure by 0.1400 hartree.